Below is a structure of composition C18H10AsN3O4S4Tc, with properties calculated with the ωB97M-V functional and the def2-TZVPD basis.

HOMO-LUMO gap: 6.5 eV

Structure (ORCA input):
```
! RIJCOSX wB97M-V def2-TZVPD def2/J DEFGRID3
* xyz 1 1
O -1.16 0.22 3.86
Tc 0.89 -1.31 2.13
C -2.40 0.95 0.95
C -2.81 3.54 -4.62
C -0.35 0.35 -0.57
C -0.09 -0.52 4.25
C -0.26 2.12 -2.41
C 1.49 -0.55 -2.07
C 2.54 -1.36 -1.83
H -3.73 1.23 -3.79
H 0.70 2.40 -1.97
S 1.34 -3.42 1.94
H -3.79 1.04 2.53
C -2.17 0.77 -2.36
O 1.62 0.88 5.34
H -2.38 -1.19 3.12
H -0.33 3.86 -3.75
H 3.45 -1.37 0.14
H -2.97 1.48 0.26
C -1.81 -0.31 2.73
H 1.26 -0.09 -2.97
As 4.60 -3.03 2.37
C -2.82 0.70 2.20
S 2.37 -3.61 -0.16
N -3.30 4.50 -5.09
S 5.77 -4.35 3.35
C 1.29 0.17 4.43
H 3.32 -1.74 -2.58
C -0.96 1.06 -1.82
H -2.70 -0.11 -1.97
C -2.76 1.47 -3.39
C -2.08 2.59 -3.87
N -0.81 -0.50 1.69
C -1.16 0.27 0.59
C 0.82 -0.39 -0.79
O -0.12 -1.71 4.12
C -0.83 2.92 -3.37
S 4.39 -4.09 0.26
N 1.44 -1.00 0.22
O 1.96 -0.15 3.31
C 2.57 -1.70 -0.41
*
```

=====

Below is a structure of composition C18H10BeClN5O2S, with properties calculated with the ωB97M-V functional and the def2-TZVPD basis.

HOMO-LUMO gap: 6.4 eV

Structure (ORCA input):
```
! RIJCOSX wB97M-V def2-TZVPD def2/J DEFGRID3
* xyz 0 1
C -0.74 -1.00 1.97
C -1.79 -3.04 2.86
N -1.13 0.96 -1.22
S -1.96 2.66 -3.02
H -0.27 5.22 -2.45
N 4.57 -3.43 -2.07
C 3.89 -0.21 -1.27
H 2.05 5.11 -1.36
C 1.37 4.30 -1.34
C -1.22 -2.80 4.10
N -2.61 0.01 -2.71
H -2.45 -3.88 2.83
H -2.48 -3.46 0.18
C -0.25 2.06 -1.14
C 1.75 -1.43 -1.45
N 0.57 -1.25 -1.34
H 0.97 1.50 0.56
C 1.73 3.18 -0.58
O -0.48 -0.17 1.03
H -2.58 -0.84 -2.13
Cl -1.59 -3.82 5.48
H 0.27 0.23 3.39
C 3.15 -1.40 -1.37
C -1.98 -2.48 0.40
H -0.08 -1.52 5.34
C 0.85 2.16 -0.28
C -1.93 1.04 -2.25
C -0.22 -0.79 3.27
C -0.47 -1.67 4.35
O -1.95 -1.71 -0.62
C -1.59 -2.21 1.74
H 2.67 3.21 -0.10
H -3.23 0.19 -3.46
C 0.15 4.35 -1.99
N 4.40 0.84 -1.09
C -0.58 3.12 -2.06
Be -0.72 -0.53 -0.42
C 3.90 -2.54 -1.77
*
```

=====

Below is a structure of composition C18H10Cl4N2O3Pt, with properties calculated with the ωB97M-V functional and the def2-TZVPD basis.

HOMO-LUMO gap (alpha / beta): 1.9 / 1.9 eV

Structure (ORCA input):
```
! RIJCOSX wB97M-V def2-TZVPD def2/J DEFGRID3
* xyz 2 1
C -0.32 -1.04 1.75
C -3.47 -2.64 -3.22
C 2.91 4.49 -2.52
H -1.24 -2.93 2.28
H -3.54 -3.16 -1.14
H 2.38 3.11 3.43
C 0.52 0.01 2.24
C 2.72 1.61 -2.32
C -3.05 -2.55 -1.89
N -0.68 -0.92 0.45
H -2.42 -2.05 0.56
O 1.80 1.71 -1.63
Cl 1.45 4.78 -3.37
O 3.64 1.50 -2.98
C 1.60 1.21 4.03
C -1.71 -1.60 -0.12
C -2.82 -1.88 -4.21
Cl 2.85 4.73 -0.83
N 0.92 0.95 1.34
Cl -4.76 -3.65 -3.63
O -0.28 -0.21 -2.30
C 0.90 0.07 3.60
H 1.87 2.77 1.03
H -3.15 -1.94 -5.23
Cl 4.37 4.96 -3.30
Pt 0.35 0.42 -0.51
H -1.26 -0.49 -4.62
C -1.76 -1.07 -3.86
C 0.54 -1.01 4.44
C 1.89 2.21 3.12
H 0.87 -1.01 5.46
C -1.28 -0.96 -2.53
C -0.66 -2.09 2.63
H 1.88 1.30 5.07
C -2.00 -1.71 -1.49
C -0.21 -2.07 3.93
H -0.45 -2.90 4.58
C 1.58 2.03 1.77
*
```

=====

Below is a structure of composition C18H10Cl5O5PRuS3, with properties calculated with the ωB97M-V functional and the def2-TZVPD basis.

HOMO-LUMO gap: 6.3 eV

Structure (ORCA input):
```
! RIJCOSX wB97M-V def2-TZVPD def2/J DEFGRID3
* xyz 0 1
Cl -0.52 2.88 -4.73
C 5.42 0.08 -4.21
H 3.86 0.29 -1.20
C 0.71 2.94 -3.53
C 2.67 3.93 -2.56
O 1.73 1.08 -0.56
C 2.61 -6.38 -1.58
H 5.97 -5.91 -1.51
H 5.30 1.62 -2.71
C 1.70 3.91 -3.57
H 6.05 0.67 -4.87
C 4.51 -4.35 -1.53
H 1.14 -4.82 -1.56
H 1.87 -7.18 -1.60
O 0.29 -0.45 1.71
H 3.95 -2.96 -4.01
C 3.14 -4.04 -1.55
H 5.24 -3.55 -1.52
C 5.05 -1.21 -4.57
C 4.19 -0.13 -2.15
H 4.28 -7.72 -1.57
S 0.72 -2.04 -2.04
P 2.66 -2.32 -1.48
Cl -0.56 0.84 -2.38
O -1.35 0.54 0.37
C 4.25 -1.96 -3.73
C 4.91 -5.67 -1.53
Cl 1.73 5.07 -4.84
O -2.12 -0.73 2.41
Cl 3.91 5.12 -2.61
S 2.43 -1.57 0.37
C 1.66 2.00 -1.48
C 2.65 3.00 -1.54
Cl 3.84 3.02 -0.29
H 5.39 -1.63 -5.51
C 2.19 -5.06 -1.57
C 3.81 -1.42 -2.52
Ru 0.44 -0.44 -0.33
C 5.00 0.62 -3.00
C 0.70 2.02 -2.49
S -1.21 -0.63 1.34
O -1.06 -1.80 0.39
C 3.96 -6.69 -1.56
*
```